Entry 1:
Entry from OMol25: a 2-piece molecular cluster, C4H7ClP overall (the ωB97M-V functional and the def2-TZVPD basis).

Atoms and positions in Å:
C 0.14759 -0.32493 -1.03007
C 0.08279 -1.26313 -0.14980
C 0.52904 -2.34225 0.63889
C 0.19053 2.72939 0.16337
P -1.33446 0.18667 0.22578
Cl -2.81495 -0.10443 -1.10001
H 0.20232 0.30607 -1.93798
H 0.41138 -1.96198 1.70550
H 1.70245 -2.29814 0.40012
H 0.08718 -3.33852 0.56117
H 0.10882 2.97987 -0.94854
H 0.99286 2.11628 0.51227
H -0.30555 3.31511 0.95929

Values from the calculation:
Energy relative to the best compared isomer or geometry (same formula, charge and spin): 3.7997 eV
LUMO (alpha / beta): -5.332 / -7.032 eV
Charge: +1
E_tot: -957.7122 hartree
Highest occupied orbital energy (alpha / beta): -0.5015 / -0.4940 Ha
Kohn-Sham gap (alpha / beta): 8.3 / 6.4 eV

Results of the natural (NBO) charge analysis, in e, for atoms 1 through 5:
1 C -0.317
2 C 0.034
3 C -0.709
4 C -0.351
5 P 0.709

Entry 2:
Entry from OMol25: one molecule with the formula C6H10O (the ωB97M-V functional and the def2-TZVPD basis).

Atoms and positions in Å:
C 2.41836 -0.11589 -0.43844
C 1.07767 -0.74350 -0.11613
C 0.41416 -0.04948 1.01260
C -1.57232 -0.06527 -0.34760
O -2.02530 -1.34708 -0.36813
C -2.28655 1.02180 -0.05349
C -0.10579 0.14103 -0.40306
H 3.15804 -0.45027 0.29789
H 2.34825 0.97804 -0.34930
H 2.77826 -0.35246 -1.44032
H 1.00921 -1.82536 -0.18131
H 0.90438 0.77355 1.50874
H -0.22729 -0.64216 1.66466
H -2.89151 -1.32936 0.05975
H -3.36107 1.01800 0.05209
H -1.76214 1.96324 0.10084
H 0.12363 1.02517 -0.99879

Values from the calculation:
Energy relative to the best compared isomer or geometry (same formula, charge and spin): 1.5497 eV
LUMO: 0.903 eV
Charge: 0
E_tot: -309.7854 hartree
Highest occupied orbital energy: -0.3081 Ha
Kohn-Sham gap: 9.3 eV
Structure (SMILES): C=C(O)[C@H]1C[C@@H]1C

Results of the natural (NBO) charge analysis, in e, for atoms 1 through 5:
1 C -0.597
2 C -0.216
3 C -0.387
4 C 0.354
5 O -0.674

Entry 3:
Entry from OMol25: C35H35Cl4GeLuN3O2 as an isolated structure (the ωB97M-V functional and the def2-TZVPD basis).

Atoms and positions in Å:
Lu -0.80240 0.58359 -0.09320
Cl -6.41047 -1.88648 3.37669
C -5.28090 -1.06179 2.30867
C -5.61713 -0.87489 0.97543
C -4.71070 -0.19307 0.17123
C -3.49210 0.30037 0.63812
O -2.72107 1.02335 -0.18214
C -3.11632 0.04967 2.00706
C -1.89038 0.42042 2.65536
N -0.74382 0.91142 2.08923
C 0.30379 1.34318 2.90204
C 0.24341 1.27370 4.31262
C 1.14316 1.94836 5.12048
C 2.12856 2.74765 4.56784
C 2.30312 2.77395 3.17609
C 3.28696 3.61345 2.56011
C 3.43167 3.59561 1.17402
C 2.74278 2.68171 0.42570
N 1.86348 1.78495 1.00566
C 1.47249 1.95498 2.34532
C -4.08212 -0.61818 2.81086
H -6.56099 -1.23529 0.58321
H -4.94694 -0.00287 -0.87082
H -1.91981 0.26382 3.72144
H -0.52782 0.68154 4.78226
H 1.05349 1.86586 6.19907
H 2.79209 3.33945 5.19273
H 3.86746 4.28610 3.18207
H 4.11412 4.27320 0.67103
H 2.87865 2.57584 -0.64051
H -3.84928 -0.79353 3.85497
Cl -1.19044 6.47013 -4.65903
C -0.93440 4.89311 -3.94780
C -0.97948 4.74446 -2.57439
C -0.77662 3.49896 -2.03302
Cl -0.77661 3.29871 -0.31054
C -0.54114 2.33001 -2.79532
O -0.36923 1.16822 -2.24856
C -0.48129 2.56897 -4.18952
Cl -0.14486 1.22973 -5.27304
C -0.67840 3.80971 -4.76353
H -1.16914 5.59517 -1.93046
H -0.62945 3.92543 -5.83689
C 4.31641 -0.37999 1.43255
Ge 2.43355 -0.94035 1.19076
C 2.56338 -2.62211 0.16218
C 1.86484 -1.47783 2.98600
C 1.52446 0.54671 0.25199
H 4.88923 -1.12860 1.99676
H 4.34456 0.57065 1.98131
H 4.79732 -0.22615 0.45928
H 3.16382 -3.32139 0.75797
H 3.08342 -2.46613 -0.79061
H 1.58141 -3.07806 -0.02163
H 2.44481 -2.36188 3.27648
H 0.79580 -1.71663 3.03919
H 2.06954 -0.66825 3.68945
H 2.08974 0.60792 -0.67637
C 0.46905 -3.23229 -4.28340
N 0.17775 -1.87187 -3.76701
C 1.31870 -1.38273 -2.92105
C -1.19376 -1.78573 -3.06861
C -1.25655 -2.51302 -1.75678
C -1.56616 -3.87718 -1.75314
C -1.62963 -4.57815 -0.55857
C -1.40506 -3.89006 0.62831
C -1.14081 -2.52631 0.59858
C -1.05137 -1.76701 -0.58359
H 1.41366 -3.21486 -4.81964
H -0.33136 -3.55462 -4.94598
H 0.53839 -3.90659 -3.43875
H 0.10292 -1.22768 -4.54107
H 1.30276 -1.91868 -1.98395
H 1.18213 -0.32628 -2.72704
H 2.24897 -1.56711 -3.45838
H -1.90316 -2.16574 -3.80588
H -1.36535 -0.72938 -2.91000
H -1.79122 -4.39387 -2.68535
H -1.87227 -5.63420 -0.55116
H -1.46601 -4.41192 1.57802
H -1.02581 -2.02125 1.55860

Values from the calculation:
Energy relative to the best compared isomer or geometry (same formula, charge and spin): 0.3912 eV
LUMO (alpha / beta): 1.606 / 1.606 eV
Charge: -1
E_tot: -6822.7483 hartree
Highest occupied orbital energy (alpha / beta): -0.0836 / -0.0826 Ha
Kohn-Sham gap (alpha / beta): 3.9 / 3.9 eV

Results of the Löwdin charge analysis, in e, for atoms 1 through 5:
1 Lu 1.427
2 Cl 0.580
3 C -0.691
4 C -0.144
5 C -0.039

Entry 4:
Entry from OMol25: C44H33AsN3O6P2S3W as an isolated structure (the ωB97M-V functional and the def2-TZVPD basis).

Atoms and positions in Å:
W 0.46752 -1.15318 1.45671
C 3.27832 -1.45192 -0.32292
P 2.75421 0.07724 0.49462
C 4.06104 0.50592 1.68475
C 4.46239 1.82853 1.85438
C 5.40055 2.15857 2.82286
C 5.94808 1.16777 3.62382
C 5.55541 -0.15414 3.45471
C 4.61287 -0.48486 2.49629
C 2.94593 1.35902 -0.78100
C 4.17044 1.48596 -1.44026
C 4.37229 2.50092 -2.35731
C 3.35556 3.41267 -2.62230
C 2.13495 3.28967 -1.97920
C 1.93184 2.26205 -1.06680
C 2.09982 -1.78328 -1.16738
C 2.12444 -2.22016 -2.45863
C 0.77816 -2.34877 -2.84865
C -0.01784 -1.99552 -1.78726
C -1.50991 -2.01369 -1.95659
P -2.32353 -0.35504 -1.86555
C -4.03555 -0.78899 -2.35659
C -4.86411 0.19766 -2.89713
C -6.19388 -0.06204 -3.18461
C -6.73306 -1.31440 -2.91786
C -5.92800 -2.29833 -2.36665
C -4.59091 -2.04114 -2.08911
C -1.65473 0.31365 -3.43851
C -0.50808 1.09595 -3.34333
C 0.15647 1.53075 -4.48149
C -0.33553 1.20417 -5.73604
C -1.48392 0.42944 -5.84549
C -2.13298 -0.01988 -4.70527
N 0.79201 -1.61075 -0.70415
H 3.47524 -2.19824 0.44655
H 4.16632 -1.32395 -0.94203
H 4.03943 2.60874 1.23323
H 5.69704 3.19200 2.95240
H 6.67668 1.42528 4.38207
H 5.97523 -0.92896 4.08353
H 4.27675 -1.50958 2.40326
H 4.97449 0.79314 -1.22106
H 5.32594 2.58948 -2.86201
H 3.51740 4.21447 -3.33174
H 1.33644 3.99040 -2.18832
H 0.97467 2.14940 -0.58032
H 3.01340 -2.41408 -3.03839
H 0.39959 -2.65337 -3.81226
H -1.99716 -2.68186 -1.26310
H -1.68871 -2.40562 -2.96165
H -4.45551 1.18104 -3.10284
H -6.81429 0.71596 -3.61245
H -7.77387 -1.51797 -3.13680
H -6.33927 -3.27762 -2.15343
H -3.98113 -2.82710 -1.66192
H -0.12710 1.34160 -2.36002
H 1.06074 2.11873 -4.38403
H 0.17674 1.54493 -6.62746
H -1.86875 0.16590 -6.82344
H -3.01802 -0.63815 -4.80056
S -0.76662 1.00210 0.93581
C 0.11106 2.26402 1.76199
C -0.13037 3.59344 1.41257
C 0.56755 4.63477 2.00856
C 0.31320 5.98553 1.59505
N 0.10258 7.06027 1.24471
C 1.52928 4.35162 2.98919
C 1.76694 3.03503 3.35612
C 1.06610 1.98802 2.75894
S 1.35094 0.36290 3.27572
C 2.29619 5.39833 3.60305
N 2.92317 6.21559 4.11430
H -0.86732 3.81373 0.65101
H 2.51826 2.81648 4.10297
O -1.24996 -1.62373 5.61780
As -0.63994 -2.65893 4.27250
O -0.64491 -1.45805 2.97646
O 1.72397 -2.21252 1.94234
C -2.47731 -3.20658 3.80779
C -3.47270 -3.20716 4.77374
C -4.78884 -3.49800 4.42636
C -5.11879 -3.78542 3.11364
C -4.13049 -3.79737 2.13643
C -2.82342 -3.50973 2.48963
S -1.57941 -3.62599 1.20601
O -2.19662 -4.31947 0.10798
O -0.42453 -4.21829 1.83069
O -1.27409 -2.18742 0.78082
H -0.51323 -1.11165 5.97049
H -3.22300 -2.94884 5.79380
H -5.55724 -3.48811 5.18973
H -6.14303 -4.00503 2.84051
H -4.36000 -4.03794 1.10802

Values from the calculation:
Energy relative to the best compared isomer or geometry (same formula, charge and spin): 0.0000 eV
LUMO: 1.817 eV
Charge: -1
E_tot: -6492.6015 hartree
Highest occupied orbital energy: -0.1893 Ha
Kohn-Sham gap: 7.0 eV

Results of the Löwdin charge analysis, in e, for atoms 1 through 5:
1 W 1.363
2 C -0.277
3 P 1.019
4 C -0.375
5 C -0.099

Entry 5:
Entry from OMol25: a 4-piece molecular cluster, H7O3S overall (the ωB97M-V functional and the def2-TZVPD basis).

Atoms and positions in Å:
S 0.38798 -1.55209 0.82212
H -0.17740 -1.90509 1.99849
H -0.19736 2.23553 -1.97300
H 0.15435 0.81240 -2.51456
O 0.35885 1.76140 -2.60621
H -2.51779 0.18550 -0.16258
H -1.24254 -0.77390 -0.37508
O -2.13387 -0.47534 -0.72154
H 1.01310 1.50731 0.80187
H 0.86017 0.60186 1.94067
O 1.26669 1.47856 1.72211

Values from the calculation:
Energy relative to the best compared isomer or geometry (same formula, charge and spin): 0.5770 eV
LUMO: 3.784 eV
Charge: -1
E_tot: -628.1580 hartree
Highest occupied orbital energy: -0.1330 Ha
Kohn-Sham gap: 7.4 eV

Results of the natural (NBO) charge analysis, in e, for atoms 1 through 5:
1 S -1.005
2 H 0.103
3 H 0.471
4 H 0.489
5 O -0.961

Entry 6:
Entry from OMol25: an isolated ion of composition C3H6N3 and charge +1 (the ωB97M-V functional and the def2-TZVPD basis).

Atoms and positions in Å:
C -0.16705 -1.40021 -0.32618
C 0.50743 1.10826 1.17287
C -0.48723 0.15883 1.38129
N -0.48334 -1.07752 0.84618
N -0.13851 -0.48571 -1.40989
N 0.20755 0.71813 -1.27490
H -0.02477 -2.52013 -0.49940
H 0.67311 2.02726 1.80826
H 1.37847 0.92098 0.49815
H -1.14874 0.19530 2.22877
H -0.37662 -0.92887 -2.27303
H 0.05969 1.28368 -2.15213

Values from the calculation:
Energy relative to the best compared isomer or geometry (same formula, charge and spin): 4.1301 eV
LUMO (alpha / beta): -6.886 / -6.679 eV
Charge: +1
E_tot: -281.7661 hartree
Highest occupied orbital energy (alpha / beta): -0.5122 / -0.5155 Ha
Kohn-Sham gap (alpha / beta): 7.1 / 7.3 eV
Structure (SMILES): [H]/N=[NH+]/C=N\C=C

Results of the natural (NBO) charge analysis, in e, for atoms 1 through 5:
1 C 0.171
2 C -0.213
3 C -0.065
4 N -0.283
5 N -0.186

Question: energy relative to the best compared isomer or geometry (same formula, charge and spin) of number 2 (C6H10O)?
Answer: 1.5497 eV

Question: Look up the charge of the fifth one.
Answer: -1